[1]
2 unconnected molecules or ions with the total composition C11H22N2O7P at a distorted geometry. Source: OMol25; level of theory: the ωB97M-V functional and the def2-TZVPD basis.

Each line ends with the natural charge from an NBO analysis.
Atoms and positions in Å:
O -4.236 2.036 3.632  -0.42
C -3.293 2.153 2.974  0.90
N -2.292 2.212 2.264  -0.58
C -2.226 1.169 1.249  0.30
C -0.765 0.987 0.769  -0.41
C -0.083 2.304 0.328  -0.54
C -0.816 3.011 -0.807  0.79
O -1.628 3.862 -0.596  -0.57
O -0.512 2.568 -2.060  -0.69
C -2.596 -0.299 1.738  -0.46
C -3.690 -0.908 0.785  -0.42
C -3.478 0.011 -0.463  -0.25
N -3.279 1.331 0.191  -0.54
H -0.656 0.233 -0.018  0.24
H -0.216 0.636 1.653  0.27
H 0.139 2.956 1.182  0.26
H 0.910 2.023 -0.069  0.25
H -1.324 2.428 -2.564  0.50
H -2.757 -0.448 2.814  0.26
H -1.736 -0.963 1.554  0.25
H -3.509 -1.959 0.536  0.26
H -4.712 -0.810 1.183  0.22
H -4.322 0.010 -1.164  0.25
H -2.639 -0.371 -1.059  0.24
H -4.229 1.514 0.541  0.44
H -3.161 2.115 -0.466  0.46
C 5.265 -0.548 -1.712  -0.26
O 3.917 -0.420 -1.237  -0.74
P 3.198 -1.797 -0.620  2.38
O 3.386 -2.717 -1.794  -1.07
O 1.737 -1.092 -0.620  -0.83
C 1.301 -0.394 -1.778  -0.24
O 2.640 -2.904 0.497  -0.70
C 3.646 -3.739 1.096  -0.27
H 5.681 0.453 -1.811  0.20
H 5.875 -1.118 -1.014  0.18
H 5.270 -1.028 -2.688  0.21
H 1.707 -0.827 -2.692  0.22
H 1.593 0.653 -1.703  0.18
H 0.212 -0.448 -1.821  0.16
H 4.427 -3.134 1.557  0.18
H 4.082 -4.400 0.346  0.21
H 3.169 -4.341 1.867  0.20

Values from the calculation:
Highest occupied orbital energy: -11.980 eV
Net charge: +1
LUMO: -3.304 eV

---

[2]
A molecular structure, C27H45IrO6PS2Si at a distorted geometry. Source: OMol25; level of theory: the ωB97M-V functional and the def2-TZVPD basis.

Each line ends with the Löwdin charge.
Atoms and positions in Å:
Ir 0.607 -0.096 -0.433  1.14
O -1.178 -0.943 0.395  -0.69
S -1.903 -2.275 0.635  1.06
C -0.917 -3.243 1.816  -0.30
C -0.857 -2.734 3.246  -0.20
C -0.145 -1.380 3.311  -0.23
C 1.355 -1.556 3.443  -0.30
S 2.261 -0.171 2.714  1.09
O 1.905 -0.201 1.246  -0.65
C 1.346 1.161 3.465  -0.39
C 1.494 1.351 4.834  -0.08
C 0.740 2.331 5.457  -0.06
C -0.132 3.116 4.710  -0.06
C -0.237 2.937 3.338  -0.05
C 0.507 1.952 2.701  -0.06
C -3.251 -1.800 1.692  -0.40
C -3.381 -0.478 2.085  -0.06
C -4.450 -0.131 2.901  -0.05
C -5.363 -1.095 3.302  -0.05
C -5.222 -2.414 2.887  -0.06
C -4.165 -2.775 2.068  -0.08
H 0.070 -3.247 1.349  0.07
H -1.329 -4.253 1.752  0.11
H -0.326 -3.483 3.841  0.13
H -1.856 -2.653 3.673  0.11
H -0.535 -0.777 4.130  0.13
H -0.345 -0.837 2.390  0.07
H 1.721 -2.407 2.862  0.10
H 1.686 -1.672 4.477  0.11
H 2.188 0.744 5.406  0.12
H 0.839 2.489 6.523  0.11
H -0.718 3.882 5.201  0.11
H -0.892 3.573 2.756  0.12
H 0.456 1.815 1.630  0.08
H -2.658 0.257 1.755  0.11
H -4.569 0.897 3.219  0.11
H -6.196 -0.818 3.934  0.11
H -5.941 -3.162 3.195  0.12
H -4.054 -3.800 1.731  0.12
C 3.040 1.626 -4.848  -0.02
C 2.970 1.929 -3.363  -0.60
C 3.359 3.375 -3.089  -0.03
C 3.862 0.975 -2.581  -0.02
O 1.579 1.660 -2.979  -0.19
P 0.828 2.332 -1.756  0.28
O 0.607 3.769 -1.831  -0.20
O 1.432 1.756 -0.445  -0.38
O -0.503 1.369 -1.774  -0.28
C -1.724 1.471 -2.597  -0.59
C -1.523 2.413 -3.772  -0.02
C -2.005 0.061 -3.081  -0.01
C -2.819 1.968 -1.673  -0.01
H 4.079 1.657 -5.177  0.10
H 2.472 2.358 -5.423  0.09
H 2.642 0.631 -5.055  0.08
H 4.356 3.560 -3.485  0.10
H 3.359 3.584 -2.017  0.09
H 2.652 4.059 -3.558  0.09
H 4.906 1.124 -2.859  0.10
H 3.585 -0.059 -2.796  0.07
H 3.756 1.151 -1.508  0.08
H -0.680 2.094 -4.386  0.09
H -1.333 3.430 -3.427  0.09
H -2.427 2.405 -4.379  0.10
H -1.215 -0.277 -3.754  0.08
H -2.952 0.036 -3.618  0.10
H -2.066 -0.625 -2.231  0.07
H -2.570 2.963 -1.302  0.10
H -2.940 1.289 -0.826  0.08
H -3.763 2.025 -2.216  0.10
C 1.255 -1.775 -3.313  -0.20
Si 1.416 -2.067 -1.471  0.42
C 0.648 -3.753 -1.154  -0.21
C 3.209 -2.233 -0.943  -0.21
H 2.064 -2.308 -3.824  0.05
H 1.317 -0.718 -3.578  0.00
H 0.302 -2.164 -3.683  0.03
H 0.946 -4.386 -1.994  0.05
H -0.444 -3.755 -1.113  0.00
H 1.032 -4.215 -0.243  0.02
H 3.806 -2.581 -1.790  0.04
H 3.295 -2.967 -0.138  0.03
H 3.631 -1.292 -0.589  0.01

Values from the calculation:
Highest occupied orbital energy: -11.548 eV
Net charge: +1
LUMO: -2.969 eV

---

[3]
A single C5H8N2 molecule at a distorted geometry. Source: OMol25; level of theory: the ωB97M-V functional and the def2-TZVPD basis.

Each line ends with the natural charge from an NBO analysis.
Atoms and positions in Å:
C -2.383 0.493 -0.031  -0.62
C -1.021 -0.043 0.294  -0.17
C -0.548 -0.907 1.310  -0.04
N 0.767 -1.127 1.246  -0.26
N 1.192 -0.330 0.112  -0.20
C 2.503 -0.045 -0.584  -0.40
C 0.110 0.277 -0.406  -0.02
H -3.174 -0.218 0.217  0.22
H -2.456 0.701 -1.105  0.21
H -2.596 1.432 0.494  0.21
H -1.118 -1.367 2.128  0.21
H 2.903 -0.892 -1.152  0.21
H 3.286 0.331 0.078  0.21
H 2.353 0.757 -1.338  0.21
H 0.182 0.937 -1.261  0.20

Values from the calculation:
Highest occupied orbital energy: -8.641 eV
SMILES: Cc1cnn(C)c1
LUMO: 0.947 eV

---

[4]
2 unconnected molecules or ions with the total composition C7H9ClINO2 at a distorted geometry. Source: OMol25; level of theory: the ωB97M-V functional and the def2-TZVPD basis.

Each line ends with the natural charge from an NBO analysis.
Atoms and positions in Å:
C -2.466 -1.680 2.496  -0.19
C -1.575 -0.936 2.278  -0.05
C -0.562 -0.093 1.776  -0.33
C -0.059 -0.021 0.551  0.19
N -0.667 -0.691 -0.482  -0.52
C -0.397 -1.763 -1.023  0.61
O -1.081 -2.278 -2.022  -0.66
Cl 0.881 -2.943 -0.612  -0.10
C 0.913 1.168 0.104  0.08
C 1.894 0.658 -0.910  -0.65
O 0.157 2.139 -0.384  -0.69
H -3.097 -2.426 2.819  0.22
H -0.075 0.590 2.431  0.23
H -0.843 -3.190 -2.330  0.52
H 1.339 1.630 0.950  0.19
H 2.961 0.665 -0.522  0.23
H 1.901 1.185 -1.906  0.22
H 1.710 -0.346 -1.226  0.21
H -0.227 1.969 -1.237  0.48
I -4.530 0.353 -0.153  -0.12
H -2.921 0.281 0.235  0.12

Values from the calculation:
Highest occupied orbital energy: -8.780 eV
SMILES: C#C/C=C(\N=C(\O)Cl)[C@@H](C)O.I
LUMO: 0.342 eV

---

[5]
A single C4H8N2O molecule at a distorted geometry. Source: OMol25; level of theory: the ωB97M-V functional and the def2-TZVPD basis.

Each line ends with the natural charge from an NBO analysis.
Atoms and positions in Å:
C -0.219 0.895 0.221  -0.50
C 1.198 1.159 -0.213  -0.27
C -0.637 -0.368 -0.419  0.04
C -1.766 -1.249 0.228  -0.65
N 1.179 -1.175 -0.224  -0.25
N 1.896 -0.216 -0.055  0.31
O 3.039 -0.126 0.275  -0.47
H -0.329 0.822 1.256  0.22
H -0.749 1.791 0.010  0.24
H 1.171 1.378 -1.233  0.20
H 1.744 2.053 0.325  0.23
H -0.528 -0.593 -1.418  0.20
H -1.663 -1.036 1.314  0.21
H -1.584 -2.346 0.136  0.24
H -2.753 -0.989 -0.203  0.23

Values from the calculation:
Highest occupied orbital energy: -9.427 eV
LUMO: 0.834 eV

---

[6]
A molecular structure, C22H23AsN4O7S2V. Source: OMol25; level of theory: the ωB97M-V functional and the def2-TZVPD basis.

Each line ends with the natural charge from an NBO analysis.
Atoms and positions in Å:
V -0.711 1.472 -0.893  1.02
O 3.566 1.532 -5.368  -0.68
C 2.619 1.550 -4.376  0.32
C 1.462 2.308 -4.489  -0.31
C 0.550 2.270 -3.451  0.14
N 0.769 1.526 -2.373  -0.48
C 1.886 0.815 -2.247  0.12
C 2.852 0.793 -3.235  -0.29
C 2.021 0.089 -0.911  0.76
O 3.066 -0.543 -0.701  -0.73
O 1.046 0.248 -0.116  -0.77
C -0.754 3.082 -3.422  0.74
O -0.966 3.821 -4.390  -0.72
O -1.447 2.897 -2.384  -0.73
H 3.249 2.090 -6.086  0.47
H 1.242 2.930 -5.350  0.23
H 3.749 0.206 -3.104  0.24
S -1.802 -0.570 -1.860  -0.31
C -3.016 -1.023 -0.708  -0.16
C -3.708 -2.226 -0.895  -0.18
C -4.684 -2.681 -0.018  -0.19
C -5.344 -3.926 -0.274  0.32
N -5.866 -4.933 -0.481  -0.39
C -5.002 -1.905 1.110  -0.19
C -4.327 -0.706 1.311  -0.19
C -3.339 -0.235 0.440  -0.16
S -2.547 1.269 0.806  -0.33
C -6.000 -2.323 2.047  0.32
N -6.797 -2.648 2.814  -0.39
H -3.462 -2.825 -1.763  0.22
H -4.567 -0.109 2.181  0.22
C 0.608 -3.060 -0.017  -0.41
N 0.579 -2.630 1.370  -0.42
C -0.679 -1.998 1.742  -0.42
C 1.679 -2.463 2.137  0.69
C 2.999 -2.948 1.576  -0.73
O 1.638 -1.949 3.256  -0.69
H -0.242 -3.724 -0.195  0.19
H 1.523 -3.593 -0.251  0.20
H 0.500 -2.202 -0.684  0.23
H -1.485 -2.737 1.751  0.19
H -0.913 -1.238 0.994  0.23
H -0.583 -1.548 2.724  0.23
H 2.957 -3.997 1.279  0.20
H 3.745 -2.825 2.357  0.22
H 3.269 -2.341 0.709  0.28
C 3.016 2.309 1.269  -1.01
As 1.147 2.652 1.585  2.01
C 0.490 1.271 2.731  -1.02
C 1.141 4.258 2.662  -1.00
O 0.287 3.032 0.219  -1.13
H 3.583 2.560 2.166  0.22
H 3.341 2.933 0.437  0.24
H 3.156 1.260 1.015  0.28
H 0.887 1.431 3.735  0.22
H 0.831 0.316 2.344  0.30
H -0.599 1.301 2.720  0.28
H 1.710 4.114 3.580  0.22
H 0.105 4.497 2.899  0.24
H 1.569 5.071 2.077  0.23

Values from the calculation:
Spin multiplicity: 4
Highest occupied orbital energy (alpha / beta): -0.841 / -1.771 eV
Net charge: -2
LUMO (alpha / beta): 4.070 / 4.069 eV

---

It is found that the molecular weight values, taken in the order of the records, are 325.28 781.06 96.13 301.51 100.12 645.45 g/mol.